# 1
C36H40BMnNP2 | wB97M-V/def2-TZVPD

Cartesian coordinates (Å):
Mn  1.26  -0.78  -0.46
C  -2.61  0.07  5.53
C  -3.20  0.06  4.33
C  -3.51  1.23  3.43
C  -2.33  1.82  2.63
C  -1.10  2.18  3.41
C  -1.06  2.65  4.66
C  -2.16  2.65  5.68
C  -2.28  1.26  6.39
C  3.01  -1.32  0.04
H  -2.39  -0.89  6.01
H  -3.54  -0.90  3.91
H  -4.02  2.03  3.98
H  -4.25  0.86  2.69
H  -2.04  1.10  1.84
H  -2.71  2.70  2.08
H  -0.17  2.12  2.84
H  -0.12  3.09  5.03
H  -3.14  2.98  5.28
H  -1.87  3.37  6.46
H  -1.33  1.05  6.91
H  -3.04  1.36  7.18
H  2.91  -2.30  0.55
H  3.28  -0.50  0.73
H  3.59  -1.32  -0.89
P  -0.14  -1.81  -1.75
P  1.67  0.71  -1.92
C  -0.89  -0.21  -2.30
C  -0.08  0.86  -2.43
C  -0.31  -2.94  -3.16
C  -1.34  -2.69  -4.08
C  -1.58  -3.56  -5.13
C  -0.79  -4.70  -5.29
C  0.26  -4.95  -4.40
C  0.51  -4.07  -3.33
C  -1.37  -2.42  -0.52
C  -1.49  -1.56  0.57
C  -2.08  -1.98  1.76
C  -2.86  -3.15  1.74
C  -2.90  -3.94  0.57
C  -2.11  -3.61  -0.54
C  2.56  0.78  -3.50
C  2.35  -0.23  -4.46
C  2.70  0.01  -5.79
C  3.32  1.22  -6.15
C  3.63  2.16  -5.17
C  3.27  1.93  -3.84
C  2.08  2.23  -0.97
C  3.36  2.38  -0.39
C  3.69  3.57  0.25
C  2.75  4.61  0.34
C  1.46  4.43  -0.17
C  1.12  3.23  -0.80
H  -1.94  -0.23  -2.60
H  -0.36  1.81  -2.90
H  -1.95  -1.80  -3.95
H  -2.39  -3.35  -5.82
H  -0.99  -5.40  -6.11
H  0.89  -5.83  -4.53
H  1.33  -4.26  -2.63
H  -1.11  -0.53  0.48
H  -1.94  -1.40  2.66
H  -3.43  -3.41  2.63
H  -3.54  -4.83  0.55
H  -2.13  -4.25  -1.43
H  1.90  -1.18  -4.16
H  2.48  -0.74  -6.55
H  3.56  1.42  -7.20
H  4.13  3.10  -5.44
H  3.52  2.66  -3.07
H  4.07  1.56  -0.44
H  4.68  3.69  0.70
H  3.02  5.55  0.81
H  0.71  5.22  -0.08
H  0.10  3.06  -1.15
B  0.91  -0.37  3.97
C  0.89  -0.08  2.47
N  0.89  0.08  1.30
H  2.00  -0.81  4.29
H  0.03  -1.22  4.15
H  0.66  0.64  4.61

Results
Expectation value of S²: 8.77
ΔE to the lowest compared entry with this formula, charge and spin in kcal/mol: 23.05
Total charge: 0
Kohn-Sham gap (spin up / spin down) in eV: 6.19 / 7.64
Multiplicity: 6

# 2
C4H9NS | wB97M-V/def2-TZVPD

Cartesian coordinates (Å):
C  1.39  -1.03  -0.36
C  1.17  -0.08  0.66
C  0.36  1.23  -0.04
C  -1.00  0.86  -0.22
H  0.41  -0.94  -0.84
H  1.69  -1.97  0.18
H  2.30  -0.80  -1.12
H  0.34  -0.47  1.37
H  2.07  0.30  1.52
H  0.62  2.11  0.65
H  0.66  1.38  -1.16
H  -1.64  1.53  -0.71
H  -3.32  -1.77  -0.07
N  -1.68  -0.25  0.01
S  -3.37  -0.13  0.12

Results
ΔE to the lowest compared entry with this formula, charge and spin in kcal/mol: 107.96
Total charge: 0
Kohn-Sham gap in eV: 8.82
Multiplicity: 1